{
  "formula": "C21H14BF6N4O7S",
  "method": "the ωB97M-V functional and the def2-TZVPD basis",
  "symbols": ["S", "F", "F", "F", "F", "F", "F", "O", "O", "O", "O", "O", "O", "O", "N", "N", "N", "N", "C", "C", "C", "C", "C", "C", "C", "C", "C", "C", "C", "C", "C", "C", "C", "C", "C", "C", "C", "C", "C", "B", "H", "H", "H", "H", "H", "H", "H", "H", "H", "H", "H", "H", "H", "H"],
  "coordinates": [[2.10210, -2.46784, 2.33698], [0.17219, 3.81163, -1.07267], [3.90912, -0.32724, -3.65143], [2.03626, -1.42141, -4.04157], [2.05441, 3.89828, 0.07371], [2.10563, 3.92602, -2.13310], [3.44217, -2.16491, -2.51705], [-0.39937, -2.32113, 0.80595], [-1.04062, -0.28726, 1.88018], [-3.86122, -1.49005, 0.55788], [-5.29158, 0.16745, 0.61939], [-3.65137, 3.61561, -4.20126], [-5.29911, 3.40887, -2.77942], [-0.61651, 0.67527, -4.09175], [-0.58893, -0.08529, -2.91051], [-4.16594, 3.08594, -3.20183], [-1.62544, 1.63645, -4.10429], [-4.20318, -0.32606, 0.25530], [-2.20496, 1.49911, -2.89477], [1.47739, 3.37519, -1.05575], [-4.00630, 1.52578, -1.28472], [2.90014, -1.02727, -3.05620], [-1.38722, -2.65709, 1.78742], [2.18814, -0.21709, -2.00188], [1.67937, -0.01460, 3.02539], [1.52370, 1.87106, -1.05910], [-3.36021, 0.46809, -0.60403], [-1.55025, 0.49138, -2.14174], [0.80873, 1.20692, -0.06682], [3.11419, -1.81419, 3.61067], [2.21855, 1.17336, -2.03278], [-3.46532, 2.05603, -2.45043], [1.44856, -0.89158, -1.03370], [1.26867, -0.95738, 2.10798], [2.74038, -0.51226, 3.87098], [-2.05298, 0.02473, -0.90670], [0.75975, -0.17499, -0.07270], [-1.71292, -1.34970, 2.56224], [4.18513, -2.59845, 4.28045], [-0.04911, -0.95074, 1.07665], [-4.97076, 1.87961, -0.93229], [0.31373, 1.75920, 0.72773], [1.26499, 0.98557, 3.10978], [-1.36475, -1.42646, 3.60777], [-1.59256, -0.84382, -0.45570], [3.21090, 0.07447, 4.65236], [-0.99561, -3.43849, 2.45963], [1.44236, -1.98224, -1.01357], [-2.78874, -1.14174, 2.52486], [4.60146, -2.03587, 5.12212], [-2.29066, -3.00949, 1.26830], [5.00980, -2.82581, 3.59365], [2.76065, 1.69234, -2.81531], [3.79721, -3.54788, 4.66572]],
  "lowdin_charge": [1.068, 0.103, 0.110, 0.112, 0.114, 0.112, 0.112, -0.038, -0.008, 0.068, 0.060, 0.079, 0.043, -0.041, 0.218, -0.312, 0.175, -0.287, -0.153, -0.510, 0.105, -0.515, -0.154, -0.121, -0.128, -0.112, -0.079, -0.181, 0.028, -0.601, 0.033, -0.053, 0.028, -0.371, -0.154, 0.160, -0.106, -0.149, -0.138, -1.010, 0.132, 0.141, 0.104, 0.123, 0.121, 0.091, 0.114, 0.141, 0.097, 0.070, 0.098, 0.068, 0.127, 0.065],
  "e_tot_ha": -2576.46421,
  "homo_energy_ev": -4.899,
  "de_lowest_kcal_mol": 2.4,
  "charge": -1,
  "orbital_gap_ev": 4.8,
  "e_lumo_ev": -0.08
}

=====

{
  "formula": "C21H14CuF9N6O4S3",
  "method": "the ωB97M-V functional and the def2-TZVPD basis",
  "symbols": ["Cu", "S", "S", "S", "F", "F", "F", "F", "F", "F", "F", "F", "F", "O", "O", "O", "O", "N", "N", "N", "N", "N", "N", "C", "C", "C", "C", "C", "C", "C", "C", "C", "C", "C", "C", "C", "C", "C", "C", "C", "C", "C", "C", "C", "H", "H", "H", "H", "H", "H", "H", "H", "H", "H", "H", "H", "H", "H"],
  "coordinates": [[0.48493, 0.39105, 1.64214], [4.33581, 1.57098, 4.13715], [0.51917, -3.25026, -7.09581], [2.27891, 1.88957, 2.10052], [-4.04345, 3.36259, 1.54344], [-0.34498, 3.61332, 3.22601], [-0.16163, 3.94646, 1.10410], [-1.31478, 1.18495, 3.78518], [-3.59093, 1.62083, 0.35983], [-1.83389, 4.77786, 2.18898], [-2.67983, 3.50998, -0.13297], [-2.87210, 2.67629, 3.95721], [-3.24531, 0.82059, 2.91575], [-1.09907, 1.47817, 1.10685], [0.93843, -4.03901, -5.95469], [1.47255, -3.19637, -8.18539], [-0.86576, -3.44034, -7.49331], [0.97585, 0.13393, -0.42981], [2.40532, -0.17925, 3.87340], [1.30077, -0.58418, 3.19531], [0.62284, -1.35686, -5.15724], [0.27189, -0.55823, -7.35982], [-0.74640, -1.30354, 1.73118], [-3.06265, 2.72881, 0.88576], [4.68029, 0.34648, 5.41384], [-0.44303, -2.08742, 2.77517], [-2.32851, 1.77632, 3.13003], [-1.82437, 2.37382, 1.77359], [0.68759, 0.00503, -3.20440], [0.78764, 1.22441, -2.54569], [0.71999, -1.65782, 3.56182], [-1.17459, -3.22795, 3.05591], [-2.23297, -3.55896, 2.22161], [0.48203, -1.53850, -6.46814], [0.16025, 0.66543, -6.86784], [0.76065, -1.15336, -2.43722], [-1.77081, -1.60680, 0.94226], [0.26360, 0.95364, -5.51413], [0.51991, -0.11947, -4.68205], [-2.53861, -2.74162, 1.14707], [0.92553, 1.24631, -1.16921], [-1.03756, 3.70344, 2.08285], [2.88581, 0.94560, 3.38905], [0.90007, -1.03966, -1.07248], [-3.35619, -2.97066, 0.47827], [0.98685, 2.18589, -0.63353], [1.08726, -2.23156, 4.40739], [0.71220, -2.11706, -2.92807], [-0.91342, -3.83729, 3.91095], [0.75234, 2.16348, -3.08169], [-1.97728, -0.90483, 0.14262], [-0.02187, 1.45878, -7.58730], [-2.81714, -4.44991, 2.41237], [5.53586, 0.73415, 5.96668], [4.92542, -0.61287, 4.96473], [0.96164, -1.92651, -0.45138], [3.82086, 0.23913, 6.07017], [0.13489, 1.96301, -5.14698]],
  "lowdin_charge": [0.387, 0.841, 0.384, 0.685, 0.158, 0.142, 0.142, 0.140, 0.159, 0.158, 0.166, 0.166, 0.158, -0.162, -0.376, -0.365, -0.367, 0.001, -0.060, -0.089, 0.156, 0.123, 0.066, -0.553, -0.413, -0.237, -0.542, -0.331, -0.124, 0.012, -0.041, -0.008, -0.045, -0.332, -0.124, 0.015, -0.082, -0.007, -0.226, -0.027, -0.114, -0.551, -1.105, -0.114, 0.114, 0.097, 0.133, 0.121, 0.115, 0.108, 0.128, 0.106, 0.112, 0.027, 0.033, 0.112, 0.031, 0.097],
  "e_tot_ha": -5172.15286,
  "spin_multiplicity": 2,
  "homo_energy_ev": [-5.481, -5.481],
  "charge": -1,
  "orbital_gap_ev": [6.0, 6.0],
  "e_lumo_ev": [0.55, 0.57]
}

=====

{
  "formula": "C21H14F2N3OS2Tc",
  "method": "the ωB97M-V functional and the def2-TZVPD basis",
  "symbols": ["Tc", "S", "S", "F", "F", "O", "N", "N", "N", "C", "C", "C", "C", "C", "C", "C", "C", "C", "C", "C", "C", "C", "C", "C", "C", "C", "C", "C", "C", "C", "H", "H", "H", "H", "H", "H", "H", "H", "H", "H", "H", "H", "H", "H"],
  "coordinates": [[0.00826, 0.24853, -0.20078], [-1.18134, 1.24100, -1.93483], [-0.26561, 0.06047, 2.50857], [-2.44169, -4.46613, 0.27822], [-4.97927, -0.76458, 1.54995], [0.18807, 2.22800, 0.38813], [0.45879, -1.65401, -1.05082], [-0.34943, 3.19847, -0.34945], [1.77205, -0.04903, 1.01021], [2.43257, 0.00299, 3.28700], [1.10721, -4.17385, -1.98337], [-2.55699, -3.12325, 0.40611], [-1.04275, 2.89919, -1.45815], [1.51451, -1.83973, -1.85317], [-1.61382, 3.96621, -2.17073], [-2.83977, -0.38790, 0.66261], [-0.16263, 4.46445, 0.08989], [3.74908, 0.03261, 2.91187], [-0.32414, -2.70920, -0.73625], [-1.51831, -2.29559, -0.02113], [3.06245, -0.01999, 0.63882], [-3.82979, -1.25800, 1.04429], [1.87569, -3.07244, -2.34633], [0.00157, -3.99474, -1.18293], [1.43124, -0.00727, 2.29650], [-1.43850, 5.26021, -1.75545], [-1.63859, -0.90546, 0.16576], [-3.71752, -2.64015, 0.95275], [-0.69053, 5.51731, -0.59967], [4.08717, 0.03063, 1.54935], [2.12903, -0.00212, 4.32488], [0.41221, 4.53364, 0.99995], [-0.62672, -4.82583, -0.90928], [-2.98495, 0.67579, 0.79565], [4.52739, 0.06088, 3.66409], [-1.87065, 6.07499, -2.31983], [5.11367, 0.06495, 1.21585], [-2.19002, 3.72472, -3.05235], [-4.50667, -3.29952, 1.28046], [-0.53368, 6.52053, -0.23303], [2.07717, -0.94996, -2.10370], [1.36271, -5.16314, -2.34022], [3.25698, -0.04087, -0.42537], [2.73553, -3.16283, -2.99407]],
  "lowdin_charge": [1.018, 0.695, 0.725, 0.058, 0.060, -0.306, -0.057, -0.193, -0.137, -0.086, -0.058, -0.213, -0.622, -0.134, -0.079, -0.097, -0.007, -0.073, -0.184, -0.134, -0.133, -0.273, -0.062, 0.008, -0.771, -0.062, -0.343, 0.058, -0.049, -0.075, 0.105, 0.142, 0.107, 0.107, 0.107, 0.111, 0.098, 0.109, 0.129, 0.110, 0.095, 0.109, 0.094, 0.104],
  "e_tot_ha": -2125.06327,
  "homo_energy_ev": [-7.249, -7.252],
  "orbital_gap_ev": [7.2, 7.2],
  "e_lumo_ev": [-0.02, -0.02]
}

=====

{
  "formula": "C21H14F5IrNO5SSi",
  "method": "the ωB97M-V functional and the def2-TZVPD basis",
  "symbols": ["Ir", "S", "Si", "F", "F", "F", "F", "F", "O", "O", "O", "O", "O", "N", "C", "C", "C", "C", "C", "C", "C", "C", "C", "C", "C", "C", "C", "C", "C", "C", "C", "C", "C", "C", "C", "H", "H", "H", "H", "H", "H", "H", "H", "H", "H", "H", "H", "H", "H"],
  "coordinates": [[0.58376, -0.17573, -0.07912], [0.55226, 1.47644, -1.91132], [-1.72770, -0.64024, 0.38894], [-1.05014, 3.77078, -2.87676], [2.10820, 2.54659, 0.41929], [-1.16847, 6.26123, -1.84979], [1.94197, 5.04340, 1.49685], [0.28570, 6.90936, 0.38611], [6.02498, -2.58159, 2.13904], [2.22755, 0.40284, 3.91125], [1.52720, -1.60861, -1.66178], [0.99948, 0.67197, 2.06268], [3.31989, -2.81354, -2.21789], [2.48595, -1.03545, 0.71014], [-2.72248, 0.99973, 0.72894], [-4.93019, -2.25919, -1.78014], [4.86796, -2.04926, 1.67592], [-4.32594, -2.90060, -2.84703], [-2.18108, -2.17617, -2.05204], [2.90336, -0.70735, 1.92889], [-4.15539, -1.59702, -0.84615], [0.35444, 5.66888, -0.13447], [1.25453, 3.43641, -0.10279], [0.47672, 3.05367, -1.21090], [2.65647, -2.12497, -1.46103], [3.23388, -1.82967, -0.05241], [-0.38520, 5.33675, -1.26683], [1.18674, 4.70789, 0.43981], [-0.32269, 4.05569, -1.78533], [-2.94983, -2.85262, -2.98345], [1.96378, 0.21694, 2.73274], [4.43014, -2.36014, 0.38611], [-2.04575, -1.73100, 1.97296], [4.08589, -1.19550, 2.45045], [-2.77043, -1.54672, -0.96072], [-1.48276, -1.35856, 2.82286], [4.36501, -0.90658, 3.45203], [-4.63401, -1.10217, -0.01390], [-1.10925, -2.12654, -2.18045], [4.99460, -3.00752, -0.26515], [-2.48402, -3.35026, -3.82233], [-2.85395, 1.57687, -0.18204], [6.18073, -2.28505, 3.04594], [-6.00674, -2.28255, -1.67572], [-2.20996, 1.62807, 1.45045], [-4.92965, -3.43395, -3.56825], [-1.76571, -2.76678, 1.80701], [-3.70252, 0.76421, 1.13285], [-3.09732, -1.72237, 2.24652]],
  "lowdin_charge": [0.938, 0.650, 0.526, 0.071, 0.064, 0.100, 0.110, 0.102, 0.074, 0.043, -0.146, -0.131, 0.046, 0.036, -0.217, -0.106, -0.277, -0.112, -0.101, -0.158, -0.116, -0.128, -0.232, -0.548, -0.630, -0.151, -0.144, -0.138, -0.240, -0.095, -0.632, 0.077, -0.207, 0.063, -0.285, 0.009, 0.124, 0.089, 0.082, 0.129, 0.098, 0.015, 0.113, 0.094, 0.012, 0.092, 0.012, 0.006, 0.015],
  "e_tot_ha": -2531.05353,
  "homo_energy_ev": [-5.303, -5.292],
  "de_lowest_kcal_mol": 0.0,
  "charge": -1,
  "orbital_gap_ev": [6.7, 6.7],
  "e_lumo_ev": [1.44, 1.44]
}

=====

{
  "formula": "C21H14N3O4PReSSbSe4",
  "method": "the ωB97M-V functional and the def2-TZVPD basis",
  "symbols": ["Re", "Sb", "Se", "Se", "Se", "Se", "S", "P", "O", "O", "O", "O", "N", "N", "N", "C", "C", "C", "C", "C", "C", "C", "C", "C", "C", "C", "C", "C", "C", "C", "C", "C", "C", "C", "C", "C", "H", "H", "H", "H", "H", "H", "H", "H", "H", "H", "H", "H", "H", "H"],
  "coordinates": [[-1.72091, 1.91268, 0.58277], [-0.69903, 5.42053, 0.69491], [-0.70083, 3.23371, 2.20988], [-2.15268, 6.95200, 1.79623], [1.44279, 5.92266, -0.19679], [-2.12035, 3.78496, -0.77548], [-3.66074, -0.06349, 0.94203], [-0.40626, -0.15268, 0.37138], [0.40894, 2.18225, -0.45507], [-2.84657, 0.68402, 1.96142], [-3.43154, 0.71092, -0.28800], [-5.01835, -0.31237, 1.28841], [0.46963, 2.56412, -1.68700], [1.86373, 3.08914, -4.74519], [3.82080, 1.98564, -0.94476], [2.93314, 0.35412, 2.63487], [2.85765, 2.25162, -1.51411], [2.10258, -1.06993, -2.74461], [-0.84972, -2.91021, 0.35524], [-1.59800, -4.07527, 0.41020], [1.25268, -0.93289, -3.82944], [-0.54890, -0.35181, -2.34866], [2.73871, -0.51897, 3.69466], [1.99236, 0.44412, 1.62213], [1.65504, 2.58255, -2.22291], [0.85974, -0.36851, 1.64912], [-0.07523, -0.57307, -3.62923], [-1.44267, -1.66404, 0.52855], [1.74565, 2.88558, -3.61955], [0.65774, -1.23328, 2.72467], [-2.81121, -1.62007, 0.74267], [0.30797, -0.49115, -1.25615], [1.59607, -1.30542, 3.74224], [-2.96414, -4.01003, 0.63159], [-3.57557, -2.77650, 0.79505], [1.63293, -0.84972, -1.45348], [2.12702, 1.15933, 0.82430], [-0.73620, -0.43851, -4.47529], [1.62802, -1.07842, -4.83376], [-4.64053, -2.69592, 0.96639], [3.81304, 0.98245, 2.59365], [-1.57837, -0.04347, -2.19721], [3.47090, -0.57808, 4.48986], [1.42840, -1.97441, 4.57666], [3.14388, -1.32412, -2.89481], [2.31226, -0.92949, -0.61561], [0.21663, -2.96583, 0.16877], [-1.11334, -5.03336, 0.27505], [-0.23175, -1.84638, 2.78012], [-3.55545, -4.91502, 0.67430]],
  "lowdin_charge": [0.539, -0.217, 0.163, -0.198, -0.158, 0.191, 0.502, 1.025, -0.460, -0.466, -0.446, -0.249, -0.055, 0.147, 0.178, -0.058, -0.186, -0.073, -0.075, -0.060, -0.079, -0.082, -0.079, -0.097, -0.321, -0.330, -0.067, -0.310, -0.181, -0.079, -0.254, -0.355, -0.081, -0.062, -0.046, -0.085, 0.071, 0.108, 0.104, 0.113, 0.112, 0.108, 0.102, 0.102, 0.107, 0.103, 0.118, 0.108, 0.103, 0.107],
  "e_tot_ha": -11937.76064,
  "spin_multiplicity": 2,
  "homo_energy_ev": [-4.866, -4.796],
  "de_lowest_kcal_mol": 18.8,
  "charge": -1,
  "orbital_gap_ev": [5.9, 5.8],
  "e_lumo_ev": [1.01, 1.05]
}